Entry 1:
DFT (wB97M-V/def2-TZVPD) results for a molecular structure, C5H7NO3S in a non-equilibrium geometry.

Positions of all 17 atoms, in Å:
C (-1.640, 1.060, 0.296)
C (1.725, 0.069, 0.282)
C (0.782, 1.290, 0.291)
C (-2.592, -0.120, 0.184)
C (3.170, -0.229, -0.193)
N (-0.434, 0.590, 0.422)
O (0.936, 2.466, 0.347)
O (0.107, -1.916, -0.738)
O (0.273, -1.789, 1.694)
S (0.425, -1.121, 0.463)
H (-1.971, 2.019, 0.091)
H (-3.223, -0.312, 1.028)
H (-3.405, 0.177, -0.449)
H (-2.043, -1.076, -0.061)
H (3.698, -0.100, 0.720)
H (3.306, 0.622, -0.965)
H (3.101, -1.080, -0.779)

Computed properties:
Energy above the lowest of the compared OMol25 structures with the same formula, charge and spin   331.5 kJ/mol
E_LUMO (spin up / spin down)   -0.8223 / -0.8232 eV
Calculated total energy   -23762.0351 eV
Frontier orbital gap (spin up / spin down)   7.408 / 7.405 eV
HOMO energy (spin up / spin down)   -8.23 / -8.23 eV

Entry 2:
DFT (wB97M-V/def2-TZVPD) results for 5 unconnected molecules or ions with the total composition C16H32Br2N4O2 in a non-equilibrium geometry.

Positions of all 56 atoms, in Å:
C (-1.610, -0.064, -6.499)
O (-1.014, -0.947, -7.073)
N (-1.019, 0.836, -5.663)
C (-1.828, 1.828, -4.992)
C (0.420, 0.927, -5.606)
H (-2.688, 0.125, -6.601)
H (-1.647, 1.759, -3.915)
H (-2.876, 1.545, -5.089)
H (-1.655, 2.856, -5.315)
H (0.770, 0.907, -4.574)
H (0.948, 0.132, -6.127)
H (0.804, 1.836, -6.078)
C (-0.981, -3.996, 1.085)
O (-1.935, -4.330, 1.751)
N (-0.291, -2.837, 1.195)
C (0.947, -2.576, 0.476)
C (-0.662, -1.792, 2.135)
H (-0.475, -4.703, 0.403)
H (0.870, -1.678, -0.142)
H (1.157, -3.398, -0.207)
H (1.749, -2.431, 1.198)
H (0.198, -1.491, 2.723)
H (-1.028, -0.892, 1.643)
H (-1.473, -2.123, 2.780)
C (2.349, 1.112, 6.940)
C (2.362, 1.872, 5.603)
C (3.347, 3.030, 5.679)
C (2.979, 4.028, 6.686)
N (2.714, 4.837, 7.450)
H (3.342, 0.835, 7.295)
H (1.726, 0.215, 6.924)
H (1.867, 1.698, 7.725)
H (1.373, 2.305, 5.453)
H (2.698, 1.301, 4.740)
H (3.498, 3.500, 4.708)
H (4.314, 2.647, 6.022)
C (-1.356, -2.631, -3.120)
C (-2.417, -2.164, -2.134)
C (-2.031, -0.831, -1.497)
C (-2.862, -0.561, -0.331)
N (-3.489, -0.317, 0.599)
H (-1.562, -3.579, -3.612)
H (-0.361, -2.753, -2.676)
H (-1.181, -1.832, -3.849)
H (-2.567, -2.928, -1.368)
H (-3.348, -2.149, -2.703)
H (-2.154, 0.022, -2.170)
H (-0.990, -0.775, -1.171)
Br (1.035, 1.013, 2.290)
C (0.127, 1.791, 0.770)
C (1.092, 1.648, -0.402)
Br (0.281, 2.233, -2.089)
H (-0.140, 2.807, 1.036)
H (-0.762, 1.199, 0.565)
H (1.470, 0.649, -0.592)
H (1.966, 2.284, -0.279)

Computed properties:
Energy above the lowest of the compared OMol25 structures with the same formula, charge and spin   27.5 kJ/mol
E_LUMO   0.0784 eV
Calculated total energy   -167250.7056 eV
Frontier orbital gap   9.693 eV
HOMO energy   -9.61 eV

Entry 3:
DFT (wB97M-V/def2-TZVPD) results for a molecular structure, C9H22MnN2O5 in a non-equilibrium geometry.

Positions of all 39 atoms, in Å:
Mn (0.490, -0.374, 0.658)
C (1.487, -0.685, 3.004)
O (1.974, -1.019, 4.114)
O (0.527, 0.132, 2.752)
O (1.960, -1.217, 1.908)
C (-1.345, 3.431, -0.288)
C (-0.482, 2.193, -0.474)
C (0.910, 2.495, 0.108)
O (1.785, 1.396, -0.018)
C (3.070, 1.711, 0.516)
N (-1.045, 1.072, 0.305)
H (-1.587, 3.569, 0.773)
H (-2.321, 3.381, -0.772)
H (-0.867, 4.392, -0.493)
H (-0.500, 1.852, -1.511)
H (0.828, 2.841, 1.147)
H (1.352, 3.363, -0.400)
H (3.759, 1.028, 0.027)
H (3.105, 1.890, 1.588)
H (3.379, 2.672, 0.074)
H (-1.354, 1.369, 1.236)
H (-1.987, 0.932, -0.070)
C (-0.392, -2.489, -2.958)
C (-0.481, -1.708, -1.674)
C (-1.100, -2.482, -0.502)
O (-1.214, -1.679, 0.672)
C (-2.012, -2.221, 1.686)
N (0.895, -1.247, -1.226)
H (-0.291, -3.547, -2.704)
H (0.409, -2.083, -3.574)
H (-1.291, -2.451, -3.577)
H (-0.961, -0.742, -1.855)
H (-0.510, -3.383, -0.292)
H (-2.117, -2.841, -0.701)
H (-1.652, -3.153, 2.127)
H (-3.049, -2.347, 1.345)
H (-2.071, -1.438, 2.444)
H (1.171, -0.590, -1.957)
H (1.532, -2.018, -1.437)

Computed properties:
E_LUMO (spin up / spin down)   -0.2303 / -0.2497 eV
Calculated total energy   -54227.6321 eV
2S+1   6
Frontier orbital gap (spin up / spin down)   5.506 / 6.037 eV
HOMO energy (spin up / spin down)   -5.74 / -6.29 eV

Entry 4:
DFT (wB97M-V/def2-TZVPD) results for C4H6N2O in the gas phase in a non-equilibrium geometry.

Positions of all 13 atoms, in Å:
C (1.142, -0.571, 1.301)
C (0.354, -0.104, 0.105)
C (0.610, 0.954, -0.631)
C (-0.972, -0.481, -0.228)
H (0.675, -1.417, 1.800)
H (1.232, 0.171, 2.017)
H (2.186, -0.790, 1.027)
H (1.400, 1.687, -0.643)
H (-0.471, 1.760, -2.212)
H (-2.572, -1.217, -0.196)
N (-0.400, 1.092, -1.429)
N (-1.365, 0.233, -1.265)
O (-1.817, -1.317, 0.353)

Computed properties:
Energy above the lowest of the compared OMol25 structures with the same formula, charge and spin   151.6 kJ/mol
E_LUMO   0.9793 eV
Calculated total energy   -9271.9304 eV
Frontier orbital gap   9.513 eV
HOMO energy   -8.53 eV

Entry 5:
DFT (wB97M-V/def2-TZVPD) results for C17H20N4O3 in the gas phase in a non-equilibrium geometry.

Positions of all 44 atoms, in Å:
O (1.443, 1.745, 0.725)
O (4.874, -0.261, -2.037)
N (-1.142, 0.165, -0.853)
O (-1.008, -0.059, 3.868)
C (0.579, 1.727, -0.119)
C (3.783, -0.044, -2.530)
C (-0.513, 0.757, 0.098)
C (-1.744, -0.824, 1.162)
C (-0.956, 0.300, 1.356)
C (-3.229, -2.785, 4.560)
C (-3.885, -3.006, 3.282)
C (-2.236, -1.895, 4.690)
C (-3.354, -2.470, 2.124)
C (-1.902, -1.061, 3.575)
C (-2.416, -1.480, 2.304)
N (-1.774, -0.885, -0.258)
N (3.034, 1.086, -2.314)
N (0.884, 2.542, -1.244)
C (3.365, -1.032, -3.644)
C (-0.587, 0.745, 2.757)
C (-2.080, -1.985, -1.068)
C (0.083, 2.468, -2.538)
C (3.381, 2.244, -1.463)
C (2.147, 3.270, -1.416)
H (-3.511, -3.326, 5.440)
H (-4.701, -3.718, 3.202)
H (-1.729, -1.772, 5.667)
H (-3.712, -2.690, 1.124)
H (2.235, 1.157, -2.879)
H (2.652, -0.683, -4.323)
H (4.272, -1.355, -4.199)
H (3.042, -1.956, -3.183)
H (-0.881, 1.849, 2.799)
H (0.479, 0.822, 2.793)
H (-3.140, -2.087, -0.941)
H (-2.012, -1.914, -2.110)
H (-1.505, -2.889, -0.648)
H (0.253, 3.346, -3.277)
H (-0.894, 2.263, -2.259)
H (0.279, 1.537, -3.091)
H (4.262, 2.663, -1.823)
H (3.504, 1.876, -0.435)
H (2.218, 3.861, -0.487)
H (2.142, 3.753, -2.386)

Computed properties:
Energy above the lowest of the compared OMol25 structures with the same formula, charge and spin   565.0 kJ/mol
E_LUMO   0.4999 eV
Calculated total energy   -30053.7539 eV
Frontier orbital gap   8.513 eV
HOMO energy   -8.01 eV

Entry 6:
DFT (wB97M-V/def2-TZVPD) results for a molecular structure, C18H20CuN2OSSe.

Positions of all 44 atoms, in Å:
Cu (2.147, 0.493, 0.017)
Se (4.153, -0.376, -0.606)
O (0.083, 0.942, -0.368)
S (-0.249, -0.446, 0.093)
C (0.369, -1.686, -1.116)
C (0.146, -1.310, -2.546)
C (-0.904, -1.861, -3.278)
C (-1.115, -1.492, -4.599)
C (-0.272, -0.567, -5.198)
C (0.785, -0.027, -4.477)
C (1.002, -0.395, -3.157)
C (-2.010, -0.603, -0.390)
C (-2.854, 0.296, 0.457)
C (-3.003, 1.639, 0.125)
C (-3.751, 2.484, 0.931)
C (-4.356, 1.998, 2.082)
C (-4.207, 0.662, 2.424)
C (-3.458, -0.182, 1.618)
H (-0.168, -2.597, -0.834)
H (1.436, -1.788, -0.887)
H (-1.559, -2.588, -2.810)
H (-1.932, -1.931, -5.159)
H (-0.433, -0.276, -6.229)
H (1.459, 0.679, -4.945)
H (1.857, -0.015, -2.600)
H (-2.303, -1.648, -0.281)
H (-2.046, -0.321, -1.443)
H (-2.509, 2.019, -0.760)
H (-3.853, 3.528, 0.665)
H (-4.936, 2.659, 2.712)
H (-4.671, 0.276, 3.324)
H (-3.336, -1.224, 1.891)
C (4.146, 1.913, 2.319)
C (3.379, 0.751, 2.835)
N (2.081, 0.564, 2.733)
C (1.844, -0.694, 3.241)
C (3.008, -1.273, 3.637)
N (3.978, -0.331, 3.391)
H (4.373, 1.718, 1.263)
H (5.079, 2.050, 2.870)
H (3.545, 2.817, 2.398)
H (0.853, -1.118, 3.252)
H (3.237, -2.244, 4.037)
H (4.968, -0.496, 3.369)

Computed properties:
Energy above the lowest of the compared OMol25 structures with the same formula, charge and spin   0.0 kJ/mol
E_LUMO   2.5208 eV
Calculated total energy   -144840.4364 eV
Net charge   -1
Frontier orbital gap   4.673 eV
HOMO energy   -2.15 eV